--- one ---
The following is a DFT calculation (ωB97M-V/def2-TZVPD) of 2 unconnected molecules or ions with the total composition CH2ClFS.

```
6
Properties=species:S:1:pos:R:3:mulliken_charge:R:1
C -1.132 0.151 -0.033 -0.451
F 2.279 -0.389 0.792 -0.185
S 2.229 0.250 -0.729 0.178
Cl -1.786 -1.352 -0.248 -0.087
H -0.337 0.557 -0.587 0.187
H -1.253 0.782 0.806 0.358
```

Results
Total charge = 0
LUMO level (alpha / beta) = -0.015 / -0.095 Eh
HOMO level (alpha / beta) = -0.3731 / -0.3108 hartree
HOMO-LUMO gap (alpha / beta) = 9.752 / 5.862 eV

=====

--- two ---
The following is a DFT calculation (ωB97M-V/def2-TZVPD) of 2 unconnected molecules or ions with the total composition CH2ClFS.

```
6
Properties=species:S:1:pos:R:3:mulliken_charge:R:1
C -1.094 -0.445 -1.777 -0.459
F -1.932 -1.521 2.270 -0.243
S -1.988 -2.312 0.795 -0.011
Cl 0.609 -0.514 -1.737 0.003
H -1.559 0.461 -1.496 0.330
H -1.516 -1.004 -2.454 0.381
```

Results
Total charge = 0
LUMO level (alpha / beta) = -0.105 / -0.105 Eh
HOMO level (alpha / beta) = -0.3117 / -0.3117 hartree
HOMO-LUMO gap (alpha / beta) = 5.615 / 5.617 eV

=====

The data favor one; the next most stable structure lies 67.9 kJ/mol above it.

=====

--- one ---
The following is a DFT calculation (ωB97M-V/def2-TZVPD) of 2 unconnected molecules or ions with the total composition C5H11P.

```
17
Properties=species:S:1:pos:R:3:mulliken_charge:R:1
C -2.835 -0.408 0.767 -0.544
C 1.865 1.141 0.656 -1.026
C -2.040 0.620 0.576 -0.324
C 0.837 -1.570 0.620 -1.048
C 0.497 0.251 -1.669 -1.083
P 0.499 0.230 0.195 0.779
H -3.869 -0.150 0.817 0.280
H -2.524 -1.518 0.732 0.143
H 2.251 0.928 1.571 0.327
H 2.110 2.083 0.191 0.248
H -2.321 1.690 0.729 0.258
H 0.024 -2.001 1.288 0.284
H 0.939 -2.102 -0.346 0.258
H 1.703 -1.698 1.171 0.432
H -0.127 -0.517 -2.251 0.348
H 0.117 1.251 -1.944 0.334
H 1.597 0.063 -1.981 0.334
```

Results
Total charge = 0
LUMO level = 0.015 Eh
HOMO level = -0.2601 hartree
HOMO-LUMO gap = 7.491 eV

=====

--- two ---
The following is a DFT calculation (ωB97M-V/def2-TZVPD) of a single C5H11P molecule.

```
17
Properties=species:S:1:pos:R:3:mulliken_charge:R:1
C 1.995 0.288 -0.282 -0.927
C 0.652 0.652 -0.866 -0.598
C -0.398 0.047 0.145 0.361
P -0.623 1.163 1.627 0.066
C -0.487 -1.455 0.405 -0.746
C -1.622 -0.730 -0.191 -0.662
H 1.897 -0.770 0.141 0.293
H 2.325 0.873 0.590 0.297
H 2.836 0.350 -1.103 0.289
H 0.444 0.087 -1.882 0.216
H 0.361 1.686 -1.130 0.381
H 0.600 1.097 1.988 -0.073
H -0.877 0.161 2.508 -0.023
H -0.447 -1.769 1.397 0.291
H 0.204 -1.974 -0.184 0.329
H -1.821 -0.979 -1.254 0.208
H -2.591 -0.793 0.288 0.299
```

Results
Total charge = 0
LUMO level = 0.041 Eh
Structure (SMILES) = CCC1(P)CC1
HOMO level = -0.3328 hartree
HOMO-LUMO gap = 10.161 eV

=====

--- three ---
The following is a DFT calculation (ωB97M-V/def2-TZVPD) of a single C5H11P molecule.

```
17
Properties=species:S:1:pos:R:3:mulliken_charge:R:1
C 1.707 0.783 -0.610 -1.373
C 0.242 1.173 -0.348 -0.038
C 0.062 0.977 1.172 -1.035
C -0.586 0.024 0.190 0.632
C -0.092 -1.680 0.182 -1.325
P -2.358 0.201 -0.214 -0.146
H 1.821 0.646 -1.756 0.277
H 1.952 -0.152 -0.238 0.382
H 2.519 1.380 -0.274 0.371
H -0.070 1.917 -0.990 0.483
H 0.792 0.491 1.823 0.196
H -0.519 1.589 1.658 0.412
H 0.514 -1.763 1.033 0.419
H 0.163 -2.036 -0.851 0.299
H -1.110 -2.279 0.474 0.396
H -2.817 -0.963 0.433 0.009
H -2.220 -0.308 -1.683 0.040
```

Results
Total charge = 0
LUMO level = 0.036 Eh
Structure (SMILES) = C[C@@H]1C[C@@]1(C)P
HOMO level = -0.3270 hartree
HOMO-LUMO gap = 9.877 eV

=====

The data favor two; the next most stable structure lies 96.3 kJ/mol above it.

=====

--- one ---
The following is a DFT calculation (ωB97M-V/def2-TZVPD) of 4 unconnected molecules or ions with the total composition CH5NO2.

```
9
Properties=species:S:1:pos:R:3:mulliken_charge:R:1
N 2.050 0.637 1.837 -0.201
H 2.116 -0.308 1.952 0.275
H 1.506 0.709 0.956 0.326
H 3.187 -1.940 -2.741 0.121
H 2.450 -1.479 -2.628 -0.118
O -1.314 -1.129 -0.301 -0.492
C -1.254 0.039 -0.704 0.236
O -0.451 0.882 -0.272 -0.420
H -1.964 0.304 -1.587 0.273
```

Results
Total charge = 0
LUMO level = -0.216 Eh
HOMO level = -0.3583 hartree
HOMO-LUMO gap = 3.886 eV

=====

--- two ---
The following is a DFT calculation (ωB97M-V/def2-TZVPD) of 2 unconnected molecules or ions with the total composition CH5NO2.

```
9
Properties=species:S:1:pos:R:3:mulliken_charge:R:1
C -0.070 0.118 1.291 -0.628
N -0.795 0.121 0.016 0.034
O 1.166 -0.227 -2.043 -0.572
O -0.520 -0.708 -0.966 -0.208
H -0.702 0.651 2.057 0.254
H 0.175 -0.960 1.543 0.279
H 0.770 0.719 1.228 0.303
H -1.072 1.115 -0.236 0.259
H 1.048 -0.828 -2.890 0.278
```

Results
Total charge = 0
LUMO level (alpha / beta) = -0.046 / -0.046 Eh
HOMO level (alpha / beta) = -0.3352 / -0.3352 hartree
HOMO-LUMO gap (alpha / beta) = 7.858 / 7.856 eV

=====

--- three ---
The following is a DFT calculation (ωB97M-V/def2-TZVPD) of a molecular structure, CH5NO2.

```
9
Properties=species:S:1:pos:R:3:mulliken_charge:R:1
C -0.553 -0.332 0.045 0.282
N -0.939 0.920 -0.243 -0.307
O -0.125 -1.105 -0.901 -0.609
O 1.481 -0.634 0.671 -0.820
H 0.989 -1.152 -0.378 0.414
H 1.975 0.165 0.445 0.269
H -0.883 -0.716 1.011 0.292
H -1.293 1.533 0.474 0.229
H -0.652 1.320 -1.124 0.250
```

Results
Total charge = 0
LUMO level = 0.025 Eh
HOMO level = -0.3549 hartree
HOMO-LUMO gap = 10.341 eV

=====

The data favor three; the next most stable structure lies 425.8 kJ/mol above it.

=====

--- one ---
The following is a DFT calculation (ωB97M-V/def2-TZVPD) of 4 unconnected molecules or ions with the total composition C4H17NO3.

```
25
Properties=species:S:1:pos:R:3:mulliken_charge:R:1
C -0.203 2.086 2.571 -1.223
C -0.431 0.884 1.597 -0.345
C 0.792 -0.039 1.530 -0.646
C 1.860 0.443 0.487 -0.492
N 1.552 -0.300 -0.888 -0.613
H -0.887 2.907 2.551 0.407
H 0.795 2.492 2.575 0.295
H -0.470 1.860 3.666 0.295
H -1.327 0.381 1.895 0.350
H -0.773 1.189 0.618 0.303
H 1.263 -0.047 2.673 0.236
H 0.581 -1.081 1.237 0.333
H 2.943 0.313 0.791 0.331
H 1.938 1.499 0.442 0.306
H 0.510 -0.135 -1.096 0.241
H 2.041 0.149 -1.776 0.239
O -1.584 -5.785 -2.388 -0.623
H -1.666 -4.954 -2.008 0.289
H -0.590 -5.982 -2.203 0.329
O 0.832 -3.895 -2.624 -0.682
H 1.689 -4.249 -2.205 0.332
H 0.595 -2.976 -2.010 0.337
O -3.270 4.886 -1.504 -0.631
H -2.733 4.549 -2.184 0.310
H -3.460 5.805 -1.747 0.321
```

Results
Total charge = 0
LUMO level = 0.018 Eh
Structure (SMILES) = CCCCN.O.O.O
HOMO level = -0.3636 hartree
HOMO-LUMO gap = 10.374 eV

=====

--- two ---
The following is a DFT calculation (ωB97M-V/def2-TZVPD) of 4 unconnected molecules or ions with the total composition C4H17NO3.

```
25
Properties=species:S:1:pos:R:3:mulliken_charge:R:1
C -1.565 1.518 -0.046 -0.984
C -1.189 0.118 -0.726 0.139
C -0.035 0.066 -1.739 0.224
C 0.288 -1.337 -2.185 -1.383
N 1.151 0.779 -1.117 -0.563
H -0.716 2.170 -0.334 0.202
H -2.498 1.875 -0.478 0.261
H -1.795 1.462 1.025 0.322
H -2.081 -0.303 -1.172 0.525
H -0.786 -0.506 0.086 -0.617
H -0.212 0.641 -2.633 0.285
H 1.072 -1.202 -2.970 0.362
H 0.670 -2.051 -1.452 0.314
H -0.543 -1.815 -2.703 0.372
H 1.982 0.633 -1.672 0.273
H 1.268 0.262 -0.248 0.227
O 2.197 -2.655 3.411 -0.645
H 1.414 -2.401 2.907 0.316
H 1.810 -2.813 4.282 0.322
O -0.908 -2.444 2.053 -0.650
H -1.376 -2.730 1.262 0.326
H -0.681 -1.543 1.805 0.372
O 0.668 4.217 1.057 -0.666
H 0.620 3.269 1.017 0.351
H 1.244 4.790 0.570 0.313
```

Results
Total charge = 0
LUMO level = 0.017 Eh
Structure (SMILES) = CC[C@H](C)N.O.O.O
HOMO level = -0.3645 hartree
HOMO-LUMO gap = 10.371 eV

=====

The data favor two; the next most stable structure lies 151.5 kJ/mol above it.